Entry 1:
A cluster of 2 separate species, C4H11NO2 in total in a non-equilibrium geometry, computed with ωB97M-V/def2-TZVPD.

Values from the calculation:
Energy above the lowest of the compared OMol25 structures with the same formula, charge and spin in kcal/mol: 23.3
Gap between HOMO and LUMO in hartree: 0.3702
E_LUMO in eV: 0.801
Largest force on an atom in eV/A: 3.0
SMILES: CC(=O)O.CCN
Total energy in hartree: -364.23101

Structure (XYZ):
```
18
Properties=species:S:1:pos:R:3:forces:R:3:mulliken_charge:R:1
C -2.650962 -1.833749 0.917345 -0.3 1.6 -0.5 -0.893
C -1.739626 -0.598684 0.992752 -1.5 -1.4 0.3 0.630
O -2.227101 0.451171 0.659589 1.1 0.5 0.0 -0.564
O -0.532410 -0.829362 1.483911 0.1 0.0 0.4 -0.424
H -2.459045 -2.763598 1.415663 0.7 -0.3 0.0 0.320
H -2.882821 -1.890931 -0.144124 0.1 -0.7 -0.1 0.256
H -3.562985 -1.411767 1.318464 -0.4 -0.2 0.3 0.295
C 2.366733 0.473413 -1.242804 0.8 -1.7 0.6 -0.486
C 3.211432 1.524548 -1.950079 -2.4 1.7 -0.5 -1.034
N 1.142152 0.733458 -0.510005 -0.1 0.6 0.1 -0.402
H 2.105744 -0.304531 -1.963140 0.0 0.1 -0.2 0.311
H 3.003380 -0.075054 -0.535984 0.2 0.2 0.0 0.314
H 3.267623 2.477493 -1.411883 0.8 -0.4 0.6 0.297
H 2.572752 1.920055 -2.757720 0.4 -0.4 -0.5 0.274
H 0.295984 0.737105 -1.058210 0.1 0.3 -0.1 0.175
H -0.056321 0.002987 1.603618 0.2 0.1 -0.4 0.363
H 1.167106 1.528947 0.113010 0.1 0.2 -0.2 0.244
H 4.147234 1.179065 -2.362841 0.2 -0.1 0.2 0.323
```
Forces are in eV/Å.

---

Entry 2:
A cluster of 2 separate species, C4H11NO2 in total in a non-equilibrium geometry, computed with ωB97M-V/def2-TZVPD.

Values from the calculation:
Energy above the lowest of the compared OMol25 structures with the same formula, charge and spin in kcal/mol: 40.8
Gap between HOMO and LUMO in hartree: 0.3876
E_LUMO in eV: 0.540
Largest force on an atom in eV/A: 2.8
SMILES: N[C@H](O)C=O.CC
Total energy in hartree: -364.20320

Structure (XYZ):
```
18
Properties=species:S:1:pos:R:3:forces:R:3:mulliken_charge:R:1
C 1.765093 0.336504 0.011316 -1.0 -0.8 0.5 -0.300
N 1.283981 1.247907 -0.994315 0.1 -0.1 0.0 -0.461
O 3.134110 0.070539 -0.009393 0.2 -0.4 -0.2 -0.572
H 3.233595 -0.880219 -0.220187 0.0 0.3 0.2 0.338
H 1.595606 0.951181 -1.913879 0.0 0.1 0.0 0.236
H 1.656590 2.175791 -0.825042 -0.1 -0.1 -0.1 0.237
H 1.506842 0.754098 0.998251 0.0 -0.1 -0.3 0.388
H -0.561776 0.307307 0.425193 -2.2 0.2 1.1 -0.152
C -1.569640 0.186170 0.978963 1.4 0.4 -0.8 -0.335
C -2.657930 -0.319836 0.044814 0.3 0.0 -0.1 -0.993
C 0.988410 -1.047193 -0.195628 2.2 0.2 -1.7 0.142
O 1.643505 -2.066213 -0.185621 -0.6 0.3 0.5 -0.541
H 0.022014 -1.033476 -0.714333 -0.3 0.1 0.5 0.443
H -1.410231 -0.493370 1.813305 0.0 -0.1 0.1 0.309
H -1.840650 1.159049 1.386287 0.1 0.1 0.0 0.354
H -2.387491 -1.294809 -0.360041 -0.1 -0.1 0.0 0.299
H -2.790188 0.350871 -0.803546 0.0 0.1 0.0 0.268
H -3.611840 -0.404300 0.563858 0.0 -0.1 0.0 0.342
```
Forces are in eV/Å.

---

Please write out number 1 again, unchanged.
A cluster of 2 separate species, C4H11NO2 in total in a non-equilibrium geometry, computed with ωB97M-V/def2-TZVPD.

Values from the calculation:
Energy above the lowest of the compared OMol25 structures with the same formula, charge and spin in kcal/mol: 23.3
Gap between HOMO and LUMO in hartree: 0.3702
E_LUMO in eV: 0.801
Largest force on an atom in eV/A: 3.0
SMILES: CC(=O)O.CCN
Total energy in hartree: -364.23101

Structure (XYZ):
```
18
Properties=species:S:1:pos:R:3:forces:R:3:mulliken_charge:R:1
C -2.650962 -1.833749 0.917345 -0.3 1.6 -0.5 -0.893
C -1.739626 -0.598684 0.992752 -1.5 -1.4 0.3 0.630
O -2.227101 0.451171 0.659589 1.1 0.5 0.0 -0.564
O -0.532410 -0.829362 1.483911 0.1 0.0 0.4 -0.424
H -2.459045 -2.763598 1.415663 0.7 -0.3 0.0 0.320
H -2.882821 -1.890931 -0.144124 0.1 -0.7 -0.1 0.256
H -3.562985 -1.411767 1.318464 -0.4 -0.2 0.3 0.295
C 2.366733 0.473413 -1.242804 0.8 -1.7 0.6 -0.486
C 3.211432 1.524548 -1.950079 -2.4 1.7 -0.5 -1.034
N 1.142152 0.733458 -0.510005 -0.1 0.6 0.1 -0.402
H 2.105744 -0.304531 -1.963140 0.0 0.1 -0.2 0.311
H 3.003380 -0.075054 -0.535984 0.2 0.2 0.0 0.314
H 3.267623 2.477493 -1.411883 0.8 -0.4 0.6 0.297
H 2.572752 1.920055 -2.757720 0.4 -0.4 -0.5 0.274
H 0.295984 0.737105 -1.058210 0.1 0.3 -0.1 0.175
H -0.056321 0.002987 1.603618 0.2 0.1 -0.4 0.363
H 1.167106 1.528947 0.113010 0.1 0.2 -0.2 0.244
H 4.147234 1.179065 -2.362841 0.2 -0.1 0.2 0.323
```
Forces are in eV/Å.

---

Please write out number 2 again, unchanged.
A cluster of 2 separate species, C4H11NO2 in total in a non-equilibrium geometry, computed with ωB97M-V/def2-TZVPD.

Values from the calculation:
Energy above the lowest of the compared OMol25 structures with the same formula, charge and spin in kcal/mol: 40.8
Gap between HOMO and LUMO in hartree: 0.3876
E_LUMO in eV: 0.540
Largest force on an atom in eV/A: 2.8
SMILES: N[C@H](O)C=O.CC
Total energy in hartree: -364.20320

Structure (XYZ):
```
18
Properties=species:S:1:pos:R:3:forces:R:3:mulliken_charge:R:1
C 1.765093 0.336504 0.011316 -1.0 -0.8 0.5 -0.300
N 1.283981 1.247907 -0.994315 0.1 -0.1 0.0 -0.461
O 3.134110 0.070539 -0.009393 0.2 -0.4 -0.2 -0.572
H 3.233595 -0.880219 -0.220187 0.0 0.3 0.2 0.338
H 1.595606 0.951181 -1.913879 0.0 0.1 0.0 0.236
H 1.656590 2.175791 -0.825042 -0.1 -0.1 -0.1 0.237
H 1.506842 0.754098 0.998251 0.0 -0.1 -0.3 0.388
H -0.561776 0.307307 0.425193 -2.2 0.2 1.1 -0.152
C -1.569640 0.186170 0.978963 1.4 0.4 -0.8 -0.335
C -2.657930 -0.319836 0.044814 0.3 0.0 -0.1 -0.993
C 0.988410 -1.047193 -0.195628 2.2 0.2 -1.7 0.142
O 1.643505 -2.066213 -0.185621 -0.6 0.3 0.5 -0.541
H 0.022014 -1.033476 -0.714333 -0.3 0.1 0.5 0.443
H -1.410231 -0.493370 1.813305 0.0 -0.1 0.1 0.309
H -1.840650 1.159049 1.386287 0.1 0.1 0.0 0.354
H -2.387491 -1.294809 -0.360041 -0.1 -0.1 0.0 0.299
H -2.790188 0.350871 -0.803546 0.0 0.1 0.0 0.268
H -3.611840 -0.404300 0.563858 0.0 -0.1 0.0 0.342
```
Forces are in eV/Å.

---

> Which value of total energy does entry 1 give?

-364.23101 hartree